Density functional theory data (ωB97M-V/def2-TZVPD) for a molecular structure, C4H7NO2 in a non-equilibrium geometry.

Each line ends with the Mulliken charge.
Positions of all 14 atoms, in Å:
O 1.81 1.61 0.11  -0.49
N 1.44 0.63 -0.93  -0.62
C 0.50 -0.21 -0.21  0.30
C -0.23 -1.45 -0.64  -0.49
C -1.40 -0.88 0.22  -0.44
C -0.60 0.37 0.38  0.10
O -0.75 1.43 1.20  -0.57
H 2.74 1.86 -0.04  0.31
H 0.27 -2.31 -0.20  0.22
H -0.46 -1.68 -1.69  0.31
H -1.37 -1.27 1.24  0.19
H -2.40 -0.96 -0.21  0.34
H 0.33 1.04 -0.59  0.45
H 0.13 1.81 1.36  0.39

For the HOMO-LUMO gap, the calculation gives 0.2949 Eh. As for the calculated total energy: -9839.0634 eV. As for the HOMO energy: -7.56 eV. The energy relative to the best compared isomer or geometry (same formula, charge and spin) comes out at 8.216 eV.